(1)
The following is a DFT calculation (the ωB97M-V functional and the def2-TZVPD basis) of 3 unconnected molecules or ions with the total composition C15H32Cl4NO4PS2 in a non-equilibrium geometry.

```
59
Properties=species:S:1:pos:R:3:forces:R:3
P -0.535 3.832 0.369 -0.2 2.5 0.9
O -2.126 4.459 0.333 2.6 -1.2 -0.1
S 0.031 3.156 2.084 -0.3 -0.1 -0.5
C -2.208 0.727 1.104 -1.7 -1.4 1.7
H 0.418 -1.448 1.041 0.7 1.7 0.0
C 0.520 -0.199 -0.790 0.8 -0.5 0.9
C -3.803 1.105 3.108 -0.1 -0.1 -0.4
H -4.347 2.066 2.816 0.5 -1.3 0.6
H 3.336 -3.601 -4.198 0.0 0.1 0.1
H 0.609 0.412 1.453 0.1 -1.3 -0.8
C -4.887 -3.556 -0.389 0.0 -0.3 -0.1
C -0.993 0.258 -1.037 1.1 -3.1 -0.7
H -2.604 4.036 1.080 0.5 0.3 -0.4
O 0.463 5.195 0.032 -1.9 -2.4 -0.3
H -2.797 1.432 3.568 -1.5 -0.7 -0.7
O -1.242 1.606 -1.476 1.1 1.8 2.0
H -3.410 -0.895 2.136 -0.5 1.7 -0.8
Cl 3.394 -3.133 -1.887 0.0 0.0 0.0
H 1.332 0.437 -1.267 -1.3 -0.4 0.4
N -1.822 -0.267 0.075 -0.4 1.5 -1.3
C -0.343 2.609 -1.088 3.0 0.4 -3.8
C 0.911 -0.445 0.773 0.8 -0.6 -1.2
Cl -4.559 -1.806 -0.365 -0.5 -0.5 -0.2
C 5.606 1.379 1.400 0.0 0.2 -0.6
O 0.672 2.837 -1.804 -3.7 -0.8 3.1
C 2.534 -0.524 0.797 -0.5 0.6 0.3
C 3.750 -2.789 -3.597 0.1 0.0 -0.2
H -2.646 -0.769 -0.334 1.1 1.0 0.8
S -1.577 -0.793 -2.517 0.4 0.4 -0.3
Cl -3.865 -4.053 2.104 0.0 0.1 0.0
H 5.972 2.458 1.542 -0.1 -1.8 -0.2
H 6.400 0.686 0.968 -0.7 1.2 0.8
H -5.718 -3.714 -1.079 0.0 0.0 0.1
H -5.566 -5.130 0.904 0.1 0.1 -0.1
H 4.205 2.501 0.007 0.5 -1.8 0.3
H -2.464 1.774 0.738 0.7 -1.2 0.2
H -6.063 -3.517 1.432 0.2 0.0 -0.1
H 3.134 1.016 2.290 0.0 0.4 -1.6
C -3.588 0.193 1.797 1.7 0.7 0.7
H 3.559 -1.215 -5.044 0.0 -0.1 0.1
H 4.498 0.714 -0.536 0.0 1.1 1.2
H 2.934 -0.838 -0.239 -0.7 0.4 1.7
H -4.388 0.516 3.898 0.7 1.1 -1.1
C -5.249 -4.088 0.982 -0.2 0.0 -0.1
C 3.211 -1.442 -4.035 0.3 0.0 -0.1
Cl 1.430 -1.414 -4.085 0.5 -0.2 -0.2
H 0.640 -1.246 -1.260 -0.3 1.8 0.7
H 2.892 -1.284 1.587 -0.5 1.2 -1.3
H -4.008 -4.060 -0.796 0.0 0.1 0.1
H 5.316 0.996 2.441 0.3 0.4 -1.7
C 4.374 1.414 0.358 -0.8 0.3 1.7
C 3.041 0.984 1.153 -0.4 -0.8 -1.0
H 2.213 1.701 0.828 1.0 -1.0 0.6
H -0.489 -0.737 -3.408 -1.3 0.4 1.4
H -4.423 0.273 1.031 0.9 -0.1 1.3
H -1.460 0.731 1.982 -0.9 0.3 -1.8
H 4.836 -2.806 -3.704 -0.1 0.1 0.0
H 3.544 -0.641 -3.373 -0.1 -0.1 0.0
H 1.403 4.910 0.097 -0.9 0.0 0.0
```
Positions in Å, forces in eV/Å.

The HOMO-LUMO gap comes out at 8.63 eV. Its HOMO energy is -8.88 eV. The max |F| comes out at 4.888 eV Å⁻¹. Its structure (SMILES) is CCCCCC[C@@](S)(NCCC)OC(=O)P(O)(O)=S.ClCCCl.ClCCCl.

(2)
The following is a DFT calculation (the ωB97M-V functional and the def2-TZVPD basis) of a molecular structure, C15H32ClNO10PS2.

```
62
Properties=species:S:1:pos:R:3:forces:R:3
H 4.056 -1.559 -4.538 0.0 0.0 0.0
C -1.739 3.723 2.604 0.1 0.0 0.1
C 3.027 -1.215 -4.390 -0.1 -0.1 -0.1
H -1.874 4.189 3.579 0.0 0.0 0.0
C -2.630 -1.133 5.020 0.0 0.0 0.0
C 2.260 -1.296 -5.711 0.0 0.0 0.0
C 4.278 0.296 -2.309 0.1 0.0 0.1
H -2.715 3.609 2.133 0.0 0.0 0.0
H 4.411 -1.852 -1.988 0.0 0.0 0.0
O -1.600 -0.396 1.066 -0.1 -0.2 0.2
C -2.793 -2.581 -2.394 0.0 0.0 0.1
C -0.348 -0.604 0.377 -0.1 0.2 0.0
H 1.528 3.904 6.591 0.0 0.0 0.0
O 1.554 1.890 -1.859 -0.1 -0.1 0.2
S -1.257 0.683 -3.683 -0.2 -0.1 0.0
H 1.461 2.148 6.844 0.0 0.0 0.0
C 0.362 2.630 4.555 0.0 0.0 -0.1
C -1.466 -1.995 -2.861 -0.3 0.2 0.1
H 2.998 2.920 6.357 0.0 0.0 0.0
H 0.483 -0.386 1.046 0.0 0.0 0.0
H -1.005 -1.448 -2.050 0.1 -0.1 0.0
H -3.048 -3.478 -2.958 -0.1 0.1 -0.1
H -1.130 4.377 1.978 0.0 0.0 0.0
H 3.162 -1.055 -1.028 -0.1 0.0 0.0
H -2.769 -0.061 5.168 0.0 0.0 0.0
O -3.013 -0.856 2.628 0.0 0.0 0.1
H -2.745 -2.849 -1.339 0.0 -0.1 0.0
H 4.866 -0.880 -0.593 0.0 0.0 0.0
H -2.611 -1.026 -4.444 -0.1 -0.1 0.0
H -0.938 -1.360 -4.871 0.0 0.1 0.0
H -3.584 -1.841 -2.514 0.0 0.0 0.0
H 1.191 -1.193 -5.542 0.0 0.0 0.0
H -1.659 1.701 3.378 0.0 0.0 0.0
O -1.172 -2.156 2.418 0.0 0.0 0.0
N 0.296 0.948 -3.860 0.2 -0.2 0.0
C 1.917 2.943 6.256 0.0 0.0 0.0
O 1.003 -0.511 -1.914 0.4 -0.2 -0.3
P 3.163 0.511 -3.768 0.0 0.0 0.0
H 2.554 -0.495 -6.391 0.0 0.0 0.0
C 4.166 -0.948 -1.428 0.0 0.0 -0.1
O -1.949 1.389 -4.732 0.0 0.0 0.0
H 5.295 0.375 -2.708 0.0 0.0 0.0
H 2.573 -1.864 -3.640 0.0 0.0 0.0
H -0.276 -1.631 0.026 0.0 0.0 0.0
O -1.712 0.869 -2.318 -0.1 0.0 0.0
H -1.565 -1.337 4.917 0.0 0.0 0.0
O 0.260 2.468 3.246 0.0 0.0 0.1
Cl -0.327 -3.350 -3.228 0.1 0.0 0.0
C -1.087 2.366 2.732 -0.1 -0.1 -0.1
S 1.311 0.704 -2.660 0.3 0.3 -0.4
H -3.221 -2.665 3.610 0.0 0.0 0.0
H -4.454 -1.424 3.899 0.0 0.0 0.0
O 1.659 2.756 4.865 0.0 0.0 0.0
C -3.385 -1.603 3.795 0.0 0.0 0.0
O -0.542 2.664 5.355 0.0 0.0 0.0
H -2.998 -1.655 5.905 0.0 0.0 0.0
H -0.977 1.894 1.760 0.1 0.0 0.0
H 2.443 -2.251 -6.206 -0.1 0.0 0.0
H -0.355 0.079 -0.466 -0.2 -0.1 0.4
C -1.593 -1.056 -4.058 0.1 -0.1 -0.1
H 4.114 1.200 -1.717 0.0 0.0 0.0
C -1.854 -1.228 2.059 0.1 0.2 -0.1
```
Positions in Å, forces in eV/Å.

The HOMO-LUMO gap comes out at 8.42 eV. Its HOMO energy is -5.91 eV. The max |F| comes out at 0.542 eV Å⁻¹. As for the net charge: -1.

(3)
The following is a DFT calculation (the ωB97M-V functional and the def2-TZVPD basis) of a molecular structure, C15H32GdN4O2P2 in a non-equilibrium geometry.

```
56
Properties=species:S:1:pos:R:3:forces:R:3
H 4.375 -3.615 -0.006 -0.6 -0.2 -0.2
H -3.858 2.994 2.748 0.1 0.0 -0.5
H -0.639 3.069 0.726 -0.2 0.3 0.2
P 0.022 -2.179 1.982 0.8 -0.4 0.8
H 2.974 -4.744 -0.214 0.4 -0.1 0.3
H 1.866 2.359 0.793 0.1 -0.3 0.0
H 0.074 -2.149 -4.136 -0.5 0.2 0.6
H -4.039 4.083 1.356 0.0 -0.2 0.1
C 0.789 0.132 -3.974 1.6 1.5 0.7
C 2.561 -0.642 1.549 -1.5 -0.7 1.8
H -1.767 4.466 0.767 0.2 -0.3 0.2
H -2.467 -1.386 0.749 -0.4 0.2 -0.4
H 2.593 2.691 -1.353 0.1 -0.3 0.0
C 2.558 -2.857 -0.923 -1.2 2.6 2.2
H 4.456 -2.129 -1.751 -1.1 -0.4 -0.3
C -5.029 2.182 1.124 -0.9 0.3 -0.1
H -5.455 0.090 0.748 0.1 0.3 0.2
C -4.687 0.718 1.216 -0.2 -0.2 0.1
C -1.510 3.499 1.226 0.2 0.5 0.1
H -0.520 -2.038 3.276 -0.2 -0.1 -0.2
C 2.625 1.624 -1.072 -0.5 -0.2 -1.1
H -2.707 -0.851 -0.975 -0.2 -0.1 0.3
N -3.453 0.491 0.481 0.9 -0.4 -0.2
H 0.976 0.277 -5.039 -0.3 -0.1 0.2
O 1.355 -2.481 -0.684 2.9 -1.5 -1.0
C -3.907 3.034 1.642 0.1 0.1 0.6
H -4.096 -1.424 -0.008 0.4 0.1 0.0
C 3.372 -2.234 -2.026 -0.1 -0.2 0.3
H -1.446 -0.666 -4.332 0.0 -0.3 0.4
H -5.239 2.451 0.084 0.0 -0.1 0.1
H 0.306 -3.566 2.069 -0.4 0.2 -0.2
Gd 0.152 -0.478 -0.495 -2.2 -0.4 -1.8
C 2.449 1.488 0.442 0.0 0.5 0.3
C 3.279 -3.725 0.076 0.1 -0.5 -0.6
H -5.932 2.379 1.714 0.2 0.0 -0.2
N -2.634 2.590 1.082 0.5 -0.4 -0.1
C -2.434 1.380 0.547 -0.4 0.2 0.2
H 3.013 -3.575 1.131 -0.4 0.0 -0.6
H 2.372 -2.548 2.697 -0.7 1.2 0.1
H 3.637 1.237 -1.344 -0.7 0.1 0.1
H 3.050 -1.231 0.855 1.0 -1.4 -2.0
H 1.624 -0.999 3.391 0.0 -1.0 -0.3
H 3.457 1.544 0.900 -0.7 0.0 0.0
H -1.282 3.668 2.294 -0.1 -0.1 -0.4
H 3.445 -0.248 2.074 -0.7 0.6 0.3
H 3.232 -2.999 -2.807 0.5 0.5 -0.4
C 1.738 -1.641 2.485 1.3 1.3 0.4
C -3.151 -0.870 0.038 0.1 0.1 0.1
N 1.738 0.269 0.799 3.5 1.0 1.1
O -1.275 1.059 0.093 -1.0 0.2 0.3
N 1.572 0.849 -1.802 1.2 -0.1 1.8
H 2.982 -1.240 -2.332 0.0 -0.9 0.0
H 2.306 1.600 -3.624 -0.4 -0.3 0.3
P -0.439 -1.028 -3.394 0.2 -0.1 -1.4
C 1.594 0.906 -3.134 -0.8 -0.6 -1.8
H -4.574 0.413 2.272 0.0 0.0 -0.3
```
Positions in Å, forces in eV/Å.

The HOMO-LUMO gap (alpha / beta) comes out at 7.82 / 4.54 eV. Its spin multiplicity is 9. Its HOMO energy (alpha / beta) is -13.67 / -12.80 eV. The max |F| comes out at 3.745 eV Å⁻¹. As for the net charge: +2.

(4)
The following is a DFT calculation (the ωB97M-V functional and the def2-TZVPD basis) of a molecular structure, C15H32MgN3O7 in a non-equilibrium geometry.

```
58
Properties=species:S:1:pos:R:3:forces:R:3
C 0.519 -1.417 1.275 -0.2 -0.7 1.2
H -0.040 3.402 3.900 -0.7 -0.2 -0.4
N -1.896 4.402 3.138 0.3 1.8 1.0
H -2.261 6.340 3.933 -0.6 0.4 -0.8
H -3.771 5.447 3.057 0.5 1.1 -0.6
O 1.051 0.903 1.081 3.4 2.6 1.3
C -0.771 4.188 4.087 -1.2 0.6 0.4
O -3.429 -0.394 -2.999 0.9 0.9 0.8
H 4.465 1.220 -1.432 0.3 -0.1 -0.4
O 0.933 1.919 -1.667 1.0 -0.7 -0.8
Mg -0.125 2.241 0.134 0.0 0.3 -0.6
H -0.216 5.099 4.307 0.1 0.3 -0.7
H 1.339 -1.646 1.956 0.4 0.5 -0.3
H -4.083 -0.392 -5.541 -0.3 -0.3 -0.2
H -1.360 4.086 4.999 0.6 -0.9 0.6
C 3.121 -6.783 3.221 0.0 -0.1 -1.6
H 4.425 2.974 -1.556 -0.1 0.1 0.2
C -4.196 0.592 -3.635 -2.8 0.4 -1.0
H 2.487 -7.667 3.293 0.2 -0.1 -0.1
C -1.432 -1.583 -2.836 0.5 -0.8 0.3
H 0.415 -5.036 2.083 0.0 -0.1 0.7
H 3.866 -6.783 4.016 -0.8 0.8 0.4
H 4.192 2.941 -4.116 0.0 0.0 -0.1
H 1.069 -6.580 1.606 0.1 0.0 -0.2
C 1.692 1.817 -2.656 -2.6 1.2 0.3
H -3.267 5.069 4.580 0.2 0.0 0.5
C -2.104 -0.270 -3.055 3.4 1.5 -1.4
H -1.092 -1.663 -1.803 -0.7 -0.2 0.4
H -5.291 -1.118 -4.411 0.4 -0.1 0.1
C 3.747 1.962 -3.941 -0.2 -0.2 0.8
C 0.204 0.038 0.998 1.5 -3.5 0.0
H 1.318 1.791 -3.691 -0.6 -0.5 0.3
H 3.124 1.675 -4.788 -0.1 0.1 0.2
H -2.065 -2.402 -3.179 0.0 -0.1 0.5
H -3.100 3.984 1.603 0.2 -0.1 -0.4
O 3.112 -4.370 4.715 -0.9 -1.1 -0.9
H 0.678 -1.943 0.334 -0.1 0.1 0.0
C 2.303 -4.631 3.809 1.1 4.6 2.8
H -0.335 -1.855 1.792 -0.3 -0.1 -0.4
N 2.241 -5.622 3.006 0.8 -2.7 0.0
C 3.802 2.083 -1.485 0.7 -0.5 0.4
C -4.852 -0.197 -4.793 0.3 1.0 -0.2
O -1.403 2.863 1.594 1.6 -1.8 -1.1
H 4.544 1.227 -3.829 0.1 0.0 -0.1
H 1.717 -5.017 1.029 0.6 -0.3 -0.1
O -0.854 0.261 0.466 -4.4 0.7 -1.8
H 1.577 -3.852 3.528 -0.3 0.1 0.2
H 3.734 -6.803 2.319 0.0 -0.7 -0.2
C 1.348 -5.567 1.895 -0.9 -0.4 -1.0
H -5.050 0.959 -3.066 0.0 -0.8 1.1
N 2.983 1.984 -2.676 1.8 -0.2 0.0
C -2.858 5.473 3.653 0.8 -2.9 0.3
C -2.118 3.718 2.025 -1.9 1.6 1.4
H -3.771 1.579 -3.816 1.2 -0.7 -0.7
H 3.297 1.999 -0.523 -0.7 0.6 -0.4
O -1.398 0.714 -3.368 -2.9 -1.8 0.8
H -5.697 0.328 -5.238 0.2 0.3 -0.2
H -0.468 -1.688 -3.332 -0.2 0.6 -0.6
```
Positions in Å, forces in eV/Å.

The HOMO-LUMO gap (alpha / beta) comes out at 3.65 / 9.96 eV. Its spin multiplicity is 2. Its HOMO energy (alpha / beta) is -2.99 / -9.32 eV. The max |F| comes out at 5.541 eV Å⁻¹.

Among the records above, which one has the highest max |F|? C15H32MgN3O7

Among the records above, which one has the highest max |F|? C15H32MgN3O7

Repeat the third record exactly.
The following is a DFT calculation (the ωB97M-V functional and the def2-TZVPD basis) of a molecular structure, C15H32GdN4O2P2 in a non-equilibrium geometry.

```
56
Properties=species:S:1:pos:R:3:forces:R:3
H 4.375 -3.615 -0.006 -0.6 -0.2 -0.2
H -3.858 2.994 2.748 0.1 0.0 -0.5
H -0.639 3.069 0.726 -0.2 0.3 0.2
P 0.022 -2.179 1.982 0.8 -0.4 0.8
H 2.974 -4.744 -0.214 0.4 -0.1 0.3
H 1.866 2.359 0.793 0.1 -0.3 0.0
H 0.074 -2.149 -4.136 -0.5 0.2 0.6
H -4.039 4.083 1.356 0.0 -0.2 0.1
C 0.789 0.132 -3.974 1.6 1.5 0.7
C 2.561 -0.642 1.549 -1.5 -0.7 1.8
H -1.767 4.466 0.767 0.2 -0.3 0.2
H -2.467 -1.386 0.749 -0.4 0.2 -0.4
H 2.593 2.691 -1.353 0.1 -0.3 0.0
C 2.558 -2.857 -0.923 -1.2 2.6 2.2
H 4.456 -2.129 -1.751 -1.1 -0.4 -0.3
C -5.029 2.182 1.124 -0.9 0.3 -0.1
H -5.455 0.090 0.748 0.1 0.3 0.2
C -4.687 0.718 1.216 -0.2 -0.2 0.1
C -1.510 3.499 1.226 0.2 0.5 0.1
H -0.520 -2.038 3.276 -0.2 -0.1 -0.2
C 2.625 1.624 -1.072 -0.5 -0.2 -1.1
H -2.707 -0.851 -0.975 -0.2 -0.1 0.3
N -3.453 0.491 0.481 0.9 -0.4 -0.2
H 0.976 0.277 -5.039 -0.3 -0.1 0.2
O 1.355 -2.481 -0.684 2.9 -1.5 -1.0
C -3.907 3.034 1.642 0.1 0.1 0.6
H -4.096 -1.424 -0.008 0.4 0.1 0.0
C 3.372 -2.234 -2.026 -0.1 -0.2 0.3
H -1.446 -0.666 -4.332 0.0 -0.3 0.4
H -5.239 2.451 0.084 0.0 -0.1 0.1
H 0.306 -3.566 2.069 -0.4 0.2 -0.2
Gd 0.152 -0.478 -0.495 -2.2 -0.4 -1.8
C 2.449 1.488 0.442 0.0 0.5 0.3
C 3.279 -3.725 0.076 0.1 -0.5 -0.6
H -5.932 2.379 1.714 0.2 0.0 -0.2
N -2.634 2.590 1.082 0.5 -0.4 -0.1
C -2.434 1.380 0.547 -0.4 0.2 0.2
H 3.013 -3.575 1.131 -0.4 0.0 -0.6
H 2.372 -2.548 2.697 -0.7 1.2 0.1
H 3.637 1.237 -1.344 -0.7 0.1 0.1
H 3.050 -1.231 0.855 1.0 -1.4 -2.0
H 1.624 -0.999 3.391 0.0 -1.0 -0.3
H 3.457 1.544 0.900 -0.7 0.0 0.0
H -1.282 3.668 2.294 -0.1 -0.1 -0.4
H 3.445 -0.248 2.074 -0.7 0.6 0.3
H 3.232 -2.999 -2.807 0.5 0.5 -0.4
C 1.738 -1.641 2.485 1.3 1.3 0.4
C -3.151 -0.870 0.038 0.1 0.1 0.1
N 1.738 0.269 0.799 3.5 1.0 1.1
O -1.275 1.059 0.093 -1.0 0.2 0.3
N 1.572 0.849 -1.802 1.2 -0.1 1.8
H 2.982 -1.240 -2.332 0.0 -0.9 0.0
H 2.306 1.600 -3.624 -0.4 -0.3 0.3
P -0.439 -1.028 -3.394 0.2 -0.1 -1.4
C 1.594 0.906 -3.134 -0.8 -0.6 -1.8
H -4.574 0.413 2.272 0.0 0.0 -0.3
```
Positions in Å, forces in eV/Å.

The HOMO-LUMO gap (alpha / beta) comes out at 7.82 / 4.54 eV. Its spin multiplicity is 9. Its HOMO energy (alpha / beta) is -13.67 / -12.80 eV. The max |F| comes out at 3.745 eV Å⁻¹. As for the net charge: +2.

Among the records above, which one has the highest max |F|? C15H32MgN3O7